Computed, not measured: C34H38BN6NaO3PSbSe4Te as an isolated structure, with ωB97M-V with the def2-TZVPD basis set.

XYZ file:
```
90
C34H38BN6NaO3PSbSe4Te (ωB97M-V with the def2-TZVPD basis set)
Na -0.37 -0.08 0.00
C -4.60 3.27 -1.60
C -3.81 2.64 -0.50
C -3.96 2.80 0.86
C -2.95 2.00 1.44
N -2.24 1.42 0.49
N -2.76 1.80 -0.69
B -2.18 1.36 -2.06
N -0.73 1.89 -2.21
N 0.08 2.05 -1.12
C 1.17 2.67 -1.54
C 1.08 2.93 -2.92
C -0.14 2.42 -3.30
C -0.70 2.40 -4.69
C 2.26 3.03 -0.62
C 3.58 3.03 -1.08
C 4.62 3.30 -0.21
C 4.36 3.60 1.12
C 3.05 3.61 1.58
C 2.00 3.33 0.71
N -2.33 -0.19 -2.21
N -2.17 -1.02 -1.16
C -2.33 -2.26 -1.61
C -2.63 -2.24 -2.98
C -2.62 -0.90 -3.33
C -2.86 -0.32 -4.68
C -2.20 -3.42 -0.71
C -2.16 -4.72 -1.21
C -2.02 -5.81 -0.36
C -1.91 -5.62 1.01
C -1.94 -4.33 1.52
C -2.09 -3.24 0.67
C -2.63 1.79 2.86
C -1.51 1.04 3.25
C -1.22 0.85 4.59
C -2.02 1.40 5.57
C -3.13 2.15 5.20
C -3.43 2.34 3.86
H -5.38 3.89 -1.18
H -5.07 2.51 -2.24
H -3.97 3.89 -2.25
H -4.70 3.41 1.35
H -2.84 1.86 -2.93
H 1.82 3.41 -3.55
H -0.31 3.24 -5.26
H -1.79 2.45 -4.68
H -0.40 1.48 -5.20
H 3.80 2.74 -2.10
H 5.64 3.21 -0.56
H 5.18 3.78 1.81
H 2.84 3.83 2.62
H 0.97 3.32 1.06
H -2.84 -3.07 -3.64
H -3.42 -1.04 -5.29
H -1.92 -0.11 -5.20
H -3.43 0.61 -4.63
H -2.21 -4.87 -2.28
H -1.98 -6.81 -0.78
H -1.78 -6.47 1.67
H -1.83 -4.16 2.59
H -2.11 -2.23 1.08
H -0.87 0.61 2.50
H -0.34 0.27 4.85
H -1.79 1.26 6.62
H -3.77 2.59 5.96
H -4.30 2.92 3.58
C 4.25 0.29 3.45
C 3.96 -1.06 2.86
O 2.57 -1.09 2.45
P 2.16 -1.65 1.01
O 0.68 -1.66 0.94
Te 1.75 -1.32 -2.51
O 2.84 -3.07 0.87
C 2.09 -4.30 1.02
C 1.54 -4.74 -0.32
H 5.30 0.33 3.77
H 3.60 0.48 4.31
H 4.10 1.06 2.70
H 4.09 -1.86 3.59
H 4.63 -1.26 2.02
H 1.28 -4.15 1.74
H 2.80 -5.02 1.42
H 0.84 -3.99 -0.70
H 1.02 -5.69 -0.21
H 2.35 -4.84 -1.04
Se 6.06 0.73 -2.89
Sb 6.13 -0.91 -1.16
Se 7.05 -0.19 0.94
Se 6.06 -3.24 -1.62
Se 3.13 -0.38 -0.53
```

- HOMO level (eV) = -1.69
- energy (a.u.) = -12515.62564
- net charge = -2
- HOMO-LUMO gap (eV) = 5.01

Atom charges from the Mulliken analysis, given in e for atoms 1 to 6:
1. Na 1.334
2. C -1.548
3. C 0.454
4. C -1.048
5. C 0.017
6. N 0.752